# 1
# C2H3NS

C2H3NS in the gas phase (the ωB97M-V functional and the def2-TZVPD basis, OMol25).

```
7
Properties=species:S:1:pos:R:3
C 0.01938 1.22249 0.18469
C -0.12897 -0.08709 -0.01233
N -0.36290 -1.29133 -0.16656
S 0.61638 -2.65144 -0.14543
H 0.06486 1.41822 1.24024
H 0.39142 1.79932 -0.66957
H -0.47261 -3.27649 0.14756
```

Its SMILES is C=C=NS. As for the total charge: 0. Its energy is -14445.5589 eV. The calculation puts the LUMO energy at 0.7 eV.

Results of the Löwdin charge analysis, in e, for atoms 1 through 5: C -0.009; C -0.279; N -0.394; S 0.747; H 0.045



# 2
# C2H3NS

A molecular structure, C2H3NS (the ωB97M-V functional and the def2-TZVPD basis, OMol25).

```
7
Properties=species:S:1:pos:R:3
C -0.62999 0.59381 -1.07611
C 0.31992 -0.18187 0.54632
N -0.44831 -0.56328 -0.60248
S 0.28797 1.60591 0.06292
H -1.30624 0.93881 -1.92440
H -0.07736 -0.16632 1.51836
H 1.27020 -0.44633 0.54802
```

As for the total charge: 0. Its energy is -14446.0754 eV. The calculation puts the LUMO energy at 0.6 eV.

Results of the Löwdin charge analysis, in e, for atoms 1 through 5: C -0.490; C -0.444; N -0.065; S 0.816; H 0.098



# 3
# C2H3NS2

C2H3NS2 in the gas phase (the ωB97M-V functional and the def2-TZVPD basis, OMol25).

```
8
Properties=species:S:1:pos:R:3
C -0.67716 -0.26020 0.13317
C 0.64689 0.39608 -0.01605
N -1.87371 0.10908 0.06624
S 0.70274 2.03235 0.00034
S 1.84680 -0.83990 -0.00329
H -0.38864 -1.34526 0.12152
H -2.03640 1.11211 -0.29459
H 2.94803 -0.06329 -0.22188
```

As for the total charge: 0. Its energy is -25279.6717 eV. The calculation puts the LUMO energy (spin up / spin down) at 0.6 / -3.1 eV. As for the multiplicity: 3.

Results of the Löwdin charge analysis, in e, for atoms 1 through 5: C -0.459; C -1.214; N 0.062; S 0.791; S 0.785



# 4
# C2H3NS3

2 unconnected molecules or ions with the total composition C2H3NS3 (the ωB97M-V functional and the def2-TZVPD basis, OMol25).

```
9
Properties=species:S:1:pos:R:3
C -1.07812 -0.24048 -0.04789
C 0.83470 0.50768 -0.10211
N -0.72498 -1.47999 0.23333
S -2.34343 0.67646 -0.34798
S 2.05276 -0.52810 -0.38499
S 0.61712 2.13589 -0.00660
H 0.21645 -1.71646 -0.00194
H -1.44199 -2.14857 0.31544
H 1.86749 2.79356 0.34274
```

As for the total charge: 0. Its energy is -36116.2294 eV. The calculation puts the LUMO energy at -0.4 eV.

Results of the Löwdin charge analysis, in e, for atoms 1 through 5: C -0.880; C -1.214; N 0.041; S 0.660; S 0.635



Result set for M: 73.1; 73.1; 105.2; 137.3 Da, one per record in the order listed.
Result set for energy above the lowest of the compared OMol25 structures with the same formula, charge and spin: 184.3; 134.5; 46.7; 183.0 kJ/mol, one per record in the order listed.
Result set for max |F|: 3.197; 4.688; 2.946; 3.602 eV Å⁻¹, one per record in the order listed.